Entry one
Computed, not measured: the molecule C4H9ClS2, with wB97M-V/def2-TZVPD.

Its spin multiplicity is 1. As for the lowest unoccupied orbital energy: 0.6586 eV. As for the SMILES: C[C@@H](S)[C@@H](S)CCl. The HOMO-LUMO gap is 0.3638 Eh. The highest occupied orbital energy is -9.2419 eV.

```
16
C4H9ClS2 (wB97M-V/def2-TZVPD)
C -0.6987 -1.4045 0.1649
C 0.4884 -0.5669 -0.2266
S 0.9166 -1.0607 -1.9544
C 0.3087 0.9620 -0.0732
S -0.9677 1.6066 -1.2477
C -0.0090 1.4508 1.3606
Cl 1.3602 1.1773 2.5085
H -1.6085 -1.0709 -0.3342
H -0.8916 -1.3334 1.2318
H -0.5283 -2.4268 -0.1209
H 1.3222 -0.8802 0.4255
H 0.6009 -2.3675 -1.9318
H 1.2596 1.3843 -0.3592
H -0.4380 1.0773 -2.3852
H -0.2173 2.5080 1.2407
H -0.8975 0.9447 1.7012
```



Entry two
Computed, not measured: a cluster of 2 separate species, C4H9ClS2 in total, with wB97M-V/def2-TZVPD.

Its spin multiplicity is 1. As for the lowest unoccupied orbital energy: 0.5632 eV. The HOMO-LUMO gap is 0.3193 Eh. The highest occupied orbital energy is -8.1241 eV.

```
16
C4H9ClS2 (wB97M-V/def2-TZVPD)
C 0.6870 -1.3515 -0.9174
C -0.6016 -1.1543 -0.2485
C 1.0645 1.0300 1.0785
C -0.8300 0.2818 0.0830
S -2.0851 0.4780 1.3781
S -0.9756 1.5792 -1.1405
Cl 0.7286 2.7264 1.0921
H 0.8844 -2.3578 -1.0742
H 0.7284 -0.9430 -1.8240
H 1.5152 -0.8976 -0.3156
H -1.5002 -1.3884 -0.9086
H -0.7140 -1.9045 0.5944
H 0.8794 0.6846 2.0374
H 2.0067 0.5941 0.5963
H -1.7943 1.6385 1.5244
H 0.0066 0.9845 -1.9554
```



So which one is most stable? That would be entry one, about 0.1224 hartree below the next structure.



Entry one
Computed, not measured: a cluster of 6 separate species, H11O6 in total, with wB97M-V/def2-TZVPD.

Its spin multiplicity is 1. Its net charge is -1. As for the lowest unoccupied orbital energy: 2.6361 eV. The HOMO-LUMO gap is 0.2970 Eh. The highest occupied orbital energy is -5.4469 eV.

```
17
H11O6 (wB97M-V/def2-TZVPD)
O -1.2186 -0.6554 -0.3874
H -0.9518 -1.5648 -0.5780
O -3.7240 0.3978 -0.6800
H -3.7992 0.2040 -1.6138
H -2.8553 0.0256 -0.4057
O -1.2679 -0.4738 -2.9739
H -0.4087 -0.5405 -3.3446
H -1.1891 -0.4941 -1.9645
O -0.4908 -0.3887 2.0183
H -0.7293 -0.4879 0.9994
H -0.8446 0.4822 2.2426
O 6.2584 3.8424 -1.2169
H 6.7513 3.3939 -0.5204
H 5.8620 3.1319 -1.7671
O -0.2203 -2.5824 3.6096
H -1.1730 -2.3979 3.6243
H 0.0012 -1.8922 2.9581
```



Entry two
Computed, not measured: a cluster of 6 separate species, H11O6 in total, with wB97M-V/def2-TZVPD.

Its spin multiplicity is 1. Its net charge is -1. As for the lowest unoccupied orbital energy: 3.2262 eV. The HOMO-LUMO gap is 0.2789 Eh. The highest occupied orbital energy is -4.3619 eV.

```
17
H11O6 (wB97M-V/def2-TZVPD)
O -0.8568 0.7967 -0.4906
H -1.1836 1.5642 -0.8519
O -2.3074 -0.9119 0.8225
H -3.2107 -0.6536 0.5696
H -1.7411 0.2187 -0.0845
O 0.3632 0.4450 -3.4280
H -0.6187 0.2705 -3.3991
H 0.3652 1.0207 -2.6536
O 2.2142 2.3397 1.7331
H 2.7841 1.9770 1.0903
H 1.3459 2.2060 1.4126
O 3.0287 -2.9897 -2.2197
H 2.3011 -2.8344 -1.5958
H 3.8061 -3.2277 -1.6784
O -1.9866 -0.3262 3.9338
H -1.7884 -0.3699 2.8749
H -2.5154 0.4749 3.9648
```



So which one is most stable? That would be entry one, about 0.0596 hartree below the next structure.



Entry one
Computed, not measured: a cluster of 2 separate species, C5H14N4O in total, with wB97M-V/def2-TZVPD.

Its spin multiplicity is 1. As for the lowest unoccupied orbital energy: 0.3183 eV. As for the SMILES: [H]/N=N/C(C)=O.CC(C)(N)N. The HOMO-LUMO gap is 0.3394 Eh. The highest occupied orbital energy is -8.9161 eV.

```
24
C5H14N4O (wB97M-V/def2-TZVPD)
H 1.3186 2.8382 -3.0759
N 0.4712 2.9610 -2.4879
N 0.3940 2.0576 -1.6599
C -0.6266 1.7846 -0.8017
C -1.7397 1.0580 -1.5512
O -0.6616 2.0657 0.3730
H -1.3506 0.4143 -2.3319
H -2.3338 0.4875 -0.8431
H -2.3615 1.8289 -2.0073
C 1.3200 -0.2339 1.8492
C 0.3244 -0.9450 0.9350
C 0.5487 -2.4625 0.9482
N -1.0044 -0.6816 1.4398
N 0.4884 -0.4135 -0.4331
H 1.1328 -0.5230 2.8783
H 1.1819 0.8401 1.7543
H 2.3435 -0.4907 1.5852
H -0.1760 -2.9587 0.3021
H 1.5518 -2.7053 0.6016
H 0.4222 -2.8419 1.9591
H -1.7046 -1.0860 0.8277
H -1.1565 0.3207 1.4818
H 0.1542 -1.0894 -1.1130
H 1.4636 -0.2251 -0.6305
```



Entry two
Computed, not measured: a cluster of 2 separate species, C5H14N4O in total, with wB97M-V/def2-TZVPD.

Its spin multiplicity is 1. As for the lowest unoccupied orbital energy: 0.9656 eV. As for the SMILES: CC(N)=C(N)N.C=NOC. The HOMO-LUMO gap is 0.2683 Eh. The highest occupied orbital energy is -6.3349 eV.

```
24
C5H14N4O (wB97M-V/def2-TZVPD)
C 1.8561 -1.2439 -0.4054
C 0.7050 -0.6238 -1.1363
N -0.0662 -1.4911 -1.9474
C 0.4992 0.7187 -1.2273
N -0.5669 1.2146 -1.9930
N 1.1665 1.6549 -0.4380
H 1.9200 -0.9448 0.6359
H 1.7614 -2.3264 -0.3813
H 2.8040 -0.9789 -0.8704
H -0.0375 -2.4366 -1.5949
H -1.0343 -1.1959 -1.9822
H -0.5793 2.2264 -2.0269
H -0.6066 0.8109 -2.9221
H 0.5862 2.4397 -0.1650
H 1.4910 1.2204 0.4331
C -2.0763 0.0529 0.2773
N -1.0908 -0.5118 0.8208
O -0.2353 0.4551 1.6792
C -0.3516 0.1586 3.0452
H -2.2093 1.1307 0.1954
H -2.7948 -0.5859 -0.2199
H -1.3843 0.3023 3.4040
H 0.3180 0.8363 3.5802
H -0.0740 -0.8823 3.2391
```



So which one is most stable? That would be entry one, about 0.0570 hartree below the next structure.



Entry one
Computed, not measured: a cluster of 2 separate species, C7H10N in total, with wB97M-V/def2-TZVPD.

Its spin multiplicity is 1. Its net charge is +1. As for the lowest unoccupied orbital energy: -5.3852 eV. The HOMO-LUMO gap is 0.2921 Eh. The highest occupied orbital energy is -13.3330 eV.

```
18
C7H10N (wB97M-V/def2-TZVPD)
C 0.4682 -0.7152 -0.5902
C 0.1177 -1.2954 0.6122
C 0.2797 -0.7788 1.8826
C 0.8173 0.4358 2.2652
C 1.3330 1.4463 1.4776
C 1.4417 1.4787 0.1014
C 1.0547 0.5172 -0.8145
H 0.2367 -1.2966 -1.4696
H -0.3514 -2.2674 0.5541
H -0.0651 -1.4099 2.6875
H 0.8335 0.6222 3.3283
H 1.6911 2.3188 2.0058
H 1.8769 2.3772 -0.3092
H 1.2175 0.7701 -1.8514
N -2.4954 -0.5838 -2.3553
H -3.0424 0.0931 -1.8555
H -3.0091 -1.4460 -2.3659
H -2.4046 -0.2662 -3.3031
```



Entry two
Computed, not measured: the ion C7H10N with charge +1, with wB97M-V/def2-TZVPD.

Its spin multiplicity is 1. Its net charge is +1. As for the lowest unoccupied orbital energy: -6.0162 eV. The HOMO-LUMO gap is 0.2872 Eh. The highest occupied orbital energy is -13.8312 eV.

```
18
C7H10N (wB97M-V/def2-TZVPD)
C 1.0182 0.0939 1.6725
C -0.4488 -0.2832 1.6292
C 1.4482 0.1989 0.3434
C 0.8227 0.2592 -2.0927
C 0.3878 0.2399 -0.6031
C -0.8330 -0.2073 0.2450
C -2.2357 -0.2926 -0.1889
N 1.9760 0.2946 -2.6082
H 1.3184 0.9372 2.4035
H 1.6644 -0.6070 2.1164
H -0.5384 -1.2911 2.1807
H -1.0253 0.4267 2.2995
H 2.4266 0.2795 -0.0501
H -0.0267 0.3753 -2.7843
H -2.9042 0.4701 0.1728
H -2.5910 -1.3037 0.2067
H -2.4400 -0.2132 -1.3430
H 1.9809 0.6227 -3.5996
```



So which one is most stable? That would be entry one, about 0.0881 hartree below the next structure.



Entry one
Computed, not measured: the ion C6H13N2O with charge +1, with wB97M-V/def2-TZVPD.

Its spin multiplicity is 1. Its net charge is +1. As for the lowest unoccupied orbital energy (spin up / spin down): -6.5725 / -6.5699 eV. As for the SMILES: CC1(C)N[N+](=O)C1(C)C. The HOMO-LUMO gap (spin up / spin down) is 0.2874 / 0.2875 Eh. The highest occupied orbital energy (spin up / spin down) is -14.3918 / -14.3943 eV.

```
22
C6H13N2O (wB97M-V/def2-TZVPD)
C 1.9369 -0.5478 0.4443
C 0.5159 -0.7094 -0.0506
C 0.6071 -1.0525 -1.4966
N -0.3525 -1.6071 0.7584
N -1.6340 -0.5114 0.3862
O -2.6921 -0.7254 0.7774
C -0.6738 0.5064 0.1116
C -1.0649 1.3591 -1.0413
C -0.4510 1.2547 1.4156
H 2.2931 0.4376 0.1822
H 2.4929 -1.3326 -0.1301
H 2.1063 -0.6032 1.5989
H -0.3565 -1.0841 -1.9899
H 0.9389 -2.0373 -1.6232
H 1.2630 -0.3095 -1.9702
H -0.0889 -2.3547 1.4221
H -0.3683 2.2656 -1.2129
H -2.0428 1.7486 -0.8071
H -1.0179 0.9253 -2.0455
H -0.3544 0.6277 2.3054
H -1.4376 1.8624 1.7676
H 0.3805 1.8877 1.1976
```



Entry two
Computed, not measured: the ion C6H13N2O with charge +1, with wB97M-V/def2-TZVPD.

Its spin multiplicity is 1. Its net charge is +1. As for the lowest unoccupied orbital energy: -3.5261 eV. As for the SMILES: C[NH2+][C@H]1C(=O)N(C)[C@@H]1C. The HOMO-LUMO gap is 0.3562 Eh. The highest occupied orbital energy is -13.2182 eV.

```
22
C6H13N2O (wB97M-V/def2-TZVPD)
C -2.9596 0.0281 -0.0014
N -1.8458 -0.7502 -0.4011
C -0.6609 -0.4995 0.4228
C 0.5958 -1.4546 0.3932
O 0.7273 -2.5764 0.7636
N 1.4891 -0.4886 -0.1148
C 2.9215 -0.6236 -0.3699
C 0.5837 0.6762 -0.3693
C 0.8093 1.9231 0.5359
H -2.7274 1.1338 -0.1933
H -3.7527 -0.2709 -0.7521
H -3.2482 -0.2232 1.0072
H -1.6254 -0.6355 -1.3868
H -2.2879 -1.6999 -0.2716
H -0.9359 0.1659 1.3153
H 3.4932 0.2101 0.2313
H 3.2383 -1.6758 -0.0087
H 3.2995 -0.5924 -1.4743
H 0.5229 0.7813 -1.3800
H -0.0316 2.5764 0.2760
H 1.7405 2.3465 0.1472
H 0.6542 1.6492 1.6309
```



So which one is most stable? That would be entry two, about 0.1342 hartree below the next structure.



Entry one
Computed, not measured: the molecule CH7N2O2P, with wB97M-V/def2-TZVPD.

Its spin multiplicity is 1. As for the lowest unoccupied orbital energy: 0.9982 eV. As for the SMILES: NP(N)OCO. The HOMO-LUMO gap is 0.3523 Eh. The highest occupied orbital energy is -8.5882 eV.

```
13
CH7N2O2P (wB97M-V/def2-TZVPD)
N -0.1382 2.0203 0.0632
P -0.8305 0.5256 -0.2481
N -0.4410 0.7104 -1.8563
O 0.4799 -0.2857 0.6074
C 0.4158 -1.5619 1.1675
O -0.8390 -1.9657 1.3375
H 0.4183 1.9886 0.9208
H -0.6162 2.9006 0.2392
H 0.5140 1.1701 -2.0373
H -0.7743 0.0404 -2.5090
H 0.8916 -2.3186 0.6004
H 1.0485 -1.4711 2.0277
H -1.3683 -1.4694 1.9123
```



Entry two
Computed, not measured: a structure of composition CH7N2O2P, with wB97M-V/def2-TZVPD.

Its spin multiplicity is 1. As for the lowest unoccupied orbital energy: 0.4917 eV. The HOMO-LUMO gap is 0.3653 Eh. The highest occupied orbital energy is -9.4488 eV.

```
13
CH7N2O2P (wB97M-V/def2-TZVPD)
C 0.8552 -0.5632 1.5251
N -0.0845 -0.9013 -1.8447
N -1.7218 0.7618 -0.0856
O 1.3465 1.9334 0.3109
O 0.8023 0.1689 -1.3385
P 0.6044 0.6961 0.1224
H 0.4892 -1.3819 1.0886
H 1.9671 -0.7727 1.7294
H 0.4299 -0.2143 2.3830
H 0.2733 -1.1437 -2.8008
H -0.9502 -0.5246 -2.0066
H -1.9620 1.7263 0.1634
H -2.0495 0.2152 0.7533
```



So which one is most stable? That would be entry one, about 0.0840 hartree below the next structure.



Entry one
Computed, not measured: a cluster of 3 separate species, C5H14O4 in total, with wB97M-V/def2-TZVPD.

Its spin multiplicity is 1. As for the lowest unoccupied orbital energy: 0.6147 eV. As for the SMILES: O=CCCCCO.O.O. The HOMO-LUMO gap is 0.4015 Eh. The highest occupied orbital energy is -10.3115 eV.

```
23
C5H14O4 (wB97M-V/def2-TZVPD)
O -2.0900 0.7519 1.5486
C -2.1097 0.3974 0.3860
C -1.4609 -0.8598 -0.1237
C -0.8609 -0.7202 -1.5309
C 0.3985 0.1556 -1.5887
C 1.6046 -0.5321 -0.9678
O 2.0624 -1.6339 -1.7389
H -2.6657 1.0319 -0.3344
H -0.6745 -1.1950 0.5805
H -2.2279 -1.6688 -0.1299
H -0.6292 -1.6938 -1.9452
H -1.6276 -0.2650 -2.1840
H 0.2274 1.1176 -1.0881
H 0.6414 0.3396 -2.6514
H 2.4786 0.1330 -0.9791
H 1.4505 -0.7918 0.0908
H 1.3790 -2.3101 -1.7660
O 1.4599 2.2852 1.3873
H 1.0925 1.5142 1.8659
H 1.6481 2.9742 2.0322
O 0.3038 0.2817 2.8431
H -0.6101 0.3931 2.4970
H 0.2097 0.2951 3.7966
```



Entry two
Computed, not measured: a cluster of 2 separate species, C5H14O4 in total, with wB97M-V/def2-TZVPD.

Its spin multiplicity is 1. As for the lowest unoccupied orbital energy: 0.8131 eV. As for the SMILES: CCOC(C)(O)O.CO. The HOMO-LUMO gap is 0.3944 Eh. The highest occupied orbital energy is -9.9194 eV.

```
23
C5H14O4 (wB97M-V/def2-TZVPD)
C 0.6682 1.1264 -1.8453
C -0.4725 0.8366 -0.9247
O 0.2975 0.1515 0.4531
C -0.3040 0.3600 1.6963
C 0.0853 1.7088 2.2924
O 0.1095 -0.6585 2.5664
O -1.7065 0.3332 1.5928
H 0.2952 1.7400 -2.6697
H 1.0738 0.2051 -2.2627
H 1.4663 1.6469 -1.3248
H -0.9011 1.6981 -0.4156
H -1.3076 0.3049 -1.3774
H -0.2795 2.5148 1.6586
H -0.3527 1.7988 3.2830
H 1.1690 1.7584 2.3637
H 0.4291 -1.4064 2.0441
H -1.9784 -0.5804 1.4276
C 0.3949 -2.4692 -1.7021
O -0.5436 -1.8950 -0.8199
H 0.2013 -2.1479 -2.7281
H 1.4234 -2.2119 -1.4317
H 0.2871 -3.5523 -1.6596
H -0.0550 -1.2617 -0.2166
```



So which one is most stable? That would be entry one, about 0.0398 hartree below the next structure.



Entry one
Computed, not measured: a cluster of 2 separate species, C9H17N2 in total, with wB97M-V/def2-TZVPD.

Its spin multiplicity is 1. Its net charge is +1. As for the lowest unoccupied orbital energy: -3.1145 eV. The HOMO-LUMO gap is 0.3719 Eh. The highest occupied orbital energy is -13.2348 eV.

```
28
C9H17N2 (wB97M-V/def2-TZVPD)
C 0.8659 2.6692 1.5044
C 0.2150 2.1267 2.5625
C -0.0277 0.8172 0.8827
C 1.4171 -1.9994 0.2004
C -1.5924 -0.0270 -1.5215
C -1.5868 -1.4715 0.5697
C 1.3168 2.2312 -0.8246
C 0.4981 -1.3206 -0.9041
C -0.8161 -0.7252 -0.5069
N 0.6608 1.8476 0.4355
N -0.3786 1.0050 2.1528
H 1.4174 3.5683 1.6193
H 0.0928 2.3247 3.6057
H 1.2172 -1.3931 1.1340
H 2.3643 -1.9708 -0.1726
H 1.1338 -2.9584 0.3213
H -1.9331 1.0317 -1.2635
H -2.5807 -0.3457 -1.6040
H -1.1926 0.0594 -2.4726
H -1.6446 -2.6098 0.3281
H -2.5316 -1.0149 0.6068
H -1.2974 -1.4555 1.5621
H 1.6643 3.3499 -0.7112
H 2.1519 1.4429 -0.9091
H 0.7175 2.4032 -1.7442
H 0.9464 -0.5448 -1.3863
H 0.1209 -2.0142 -1.7480
H -0.8123 0.1969 2.5576
```



Entry two
Computed, not measured: the ion C9H17N2 with charge +1, with wB97M-V/def2-TZVPD.

Its spin multiplicity is 1. Its net charge is +1. As for the lowest unoccupied orbital energy: -2.6600 eV. As for the SMILES: CCC[C@@H]1[C@@H]2N(C)C=C[N@+]12C. The HOMO-LUMO gap is 0.3607 Eh. The highest occupied orbital energy is -12.4758 eV.

```
28
C9H17N2 (wB97M-V/def2-TZVPD)
C 3.4232 0.4613 -0.8579
C 2.2810 -0.3435 -1.2274
C 1.1715 -0.3398 -0.0724
C -0.1686 -0.2308 -0.8387
C -1.3480 0.5692 -0.1347
N -1.1142 0.9867 1.1475
C -1.1841 2.3546 1.5354
C -0.9235 -0.1414 1.8614
C -1.0929 -1.3238 1.2018
N -1.3305 -0.8736 -0.1376
C -2.2094 -1.7958 -0.8892
H 4.0827 0.7703 -1.6542
H 4.0186 -0.0330 -0.1807
H 3.1012 1.4679 -0.5886
H 2.6802 -1.3496 -1.4661
H 1.8968 -0.1351 -2.2718
H 1.2881 0.5362 0.4762
H 1.1518 -1.3102 0.4194
H -0.1884 -0.2246 -1.8999
H -2.1145 0.9461 -0.7603
H -1.7016 2.2560 2.5266
H -0.1925 2.8100 1.5779
H -1.8698 3.0304 0.9205
H -0.5565 -0.1029 2.8615
H -1.5775 -2.2058 1.4121
H -2.5056 -1.3523 -1.8126
H -1.8373 -2.7137 -0.7657
H -3.1801 -1.7126 -0.3823
```



So which one is most stable? That would be entry one, about 0.0189 hartree below the next structure.